{"formula": "C6H8BCuN4Se4", "method": "ωB97M-V with the def2-TZVPD basis set", "multiplicity": 1, "relative_energy_kcal_mol": 0.0, "homo_energy_ev": 0.22, "charge": -2, "gap_ev": 4.75, "energy_ha": -11723.6501, "fmax_ev_per_a": 0.5, "symbols": ["Cu", "B", "N", "C", "C", "C", "N", "N", "C", "C", "C", "N", "H", "H", "H", "H", "H", "H", "H", "H", "Se", "Se", "Se", "Se"], "xyz": [[1.099, 0.849, -0.991], [-1.334, -1.033, 1.208], [-1.120, 0.514, 1.343], [-1.802, 1.223, 2.254], [-1.426, 2.548, 2.160], [-0.479, 2.552, 1.130], [-0.296, 1.327, 0.641], [-0.480, -1.755, 0.109], [-0.590, -3.077, -0.085], [0.265, -3.451, -1.102], [0.876, -2.249, -1.481], [0.425, -1.232, -0.751], [-1.066, -1.545, 2.288], [-2.516, -1.228, 0.953], [-2.507, 0.725, 2.902], [-1.781, 3.382, 2.744], [0.082, 3.376, 0.717], [-1.273, -3.653, 0.521], [0.424, -4.436, -1.508], [1.617, -2.068, -2.243], [2.722, 0.133, -2.938], [3.978, 1.812, -3.912], [3.383, 3.904, -2.781], [1.800, 3.381, -1.179]], "nbo_charge": [0.77, 0.22, -0.30, -0.04, -0.39, -0.05, -0.34, -0.30, -0.04, -0.39, -0.05, -0.34, -0.08, -0.08, 0.20, 0.20, 0.23, 0.20, 0.20, 0.23, -0.70, -0.22, -0.22, -0.70]}